(1)
Entry from the Open Molecules 2025 dataset: C16H29N7SSr as an isolated structure (ωB97M-V/def2-TZVPD).

ORCA input file:
```
! RIJCOSX wB97M-V def2-TZVPD def2/J DEFGRID3
* xyz 2 1
Sr 2.2973 0.6043 1.9150
C 4.9643 2.3599 -2.7807
C 3.5447 2.0054 -3.1906
N 2.5441 2.4943 -2.2455
C 2.0856 1.8866 -1.1503
S 2.7105 0.2765 -0.7959
N 1.1644 2.5783 -0.4847
N 0.7417 2.0188 0.6817
C -0.3483 2.4732 1.2023
C -1.2004 3.5154 0.5542
C -0.7658 1.8814 2.5022
C -1.9188 2.3195 3.1454
C -2.2931 1.7506 4.3535
C -1.5083 0.7490 4.9005
C -0.3685 0.3758 4.2115
N 0.0073 0.9159 3.0487
H 5.6679 2.0068 -3.5339
H 5.2209 1.8915 -1.8305
H 5.0877 3.4385 -2.6838
H 3.4251 0.9279 -3.2886
H 3.3000 2.4459 -4.1566
H 2.1773 3.4261 -2.3821
H -0.8844 3.6633 -0.4733
H -1.1076 4.4733 1.0720
H -2.2535 3.2341 0.5762
H -2.5145 3.1103 2.7163
H -3.1838 2.0941 4.8624
H -1.7545 0.2798 5.8419
H 0.2794 -0.3929 4.6215
N -2.0771 -1.9968 0.8748
C -2.3214 -2.9672 -0.2709
C -2.4509 -2.1433 -1.5480
C -1.1402 -1.4354 -1.9008
N -0.8807 -0.3717 -0.8975
C 0.0198 -2.4291 -1.9451
C 0.1629 -3.3552 -0.7367
N 0.7579 -2.6702 0.4518
C -1.1817 -3.9742 -0.3540
H -2.9545 -1.6108 1.2186
H -1.4745 -1.2048 0.4685
H -1.5727 -2.4410 1.6384
H -3.2531 -3.4824 -0.0410
H -3.2654 -1.4187 -1.4564
H -2.7324 -2.8193 -2.3568
H -1.2422 -1.0034 -2.8994
H -1.4187 0.4593 -1.1293
H 0.0992 -0.0948 -0.9323
H 0.9574 -1.8932 -2.1136
H -0.1254 -3.0649 -2.8215
H 0.8257 -4.1665 -1.0484
H 1.5173 -2.0826 0.1096
H 1.1983 -3.3996 1.0065
H -1.0934 -4.5294 0.5842
H -1.4706 -4.7079 -1.1096
*
```

The largest force on an atom comes out at 0.0076 hartree/bohr. The value obtained for the energy above the lowest of the compared OMol25 structures with the same formula, charge and spin is 0.0 kcal/mol.

Results of the Löwdin charge analysis, in e, for atoms 1 through 5:
1. Sr 1.419
2. C -0.080
3. C -0.262
4. N -0.004
5. C -0.787

***

(2)
Entry from the Open Molecules 2025 dataset: C16H30BCaClCsF5LiN4O9PS as an isolated structure at a distorted geometry (ωB97M-V/def2-TZVPD).

ORCA input file:
```
! RIJCOSX wB97M-V def2-TZVPD def2/J DEFGRID3
* xyz 0 1
C -5.8608 0.2633 -0.9863
C -4.3751 -0.1300 -1.0350
C -3.6696 0.0272 0.3045
N -2.3222 -0.5762 0.2853
P -1.9363 -1.9825 1.1586
B -1.8625 -1.3715 3.0414
C -2.8710 -0.3799 3.7173
O -0.7905 -1.8782 3.7639
C -3.4403 -3.1239 1.1559
O -3.3932 -4.1835 0.6102
N -4.6902 -2.7330 1.8561
C -4.9328 -3.3439 3.0704
O -5.9391 -3.3385 3.6915
F -3.8006 -3.8959 3.5716
H -6.0553 1.1277 -1.6212
H -6.1905 0.5253 0.0206
H -6.4972 -0.5360 -1.3642
H -4.2465 -1.1439 -1.4228
H -3.8657 0.5213 -1.7468
H -3.5580 1.1016 0.4998
H -4.2621 -0.3736 1.1261
H -1.9990 -0.7242 -0.6673
H -2.7474 -0.3480 4.8011
H -3.8877 -0.6985 3.4784
H -2.7343 0.6300 3.3174
H -0.9069 -2.8002 4.0218
H -5.4718 -2.9426 1.2361
C -2.1377 -2.9974 -2.7473
O -1.4291 -2.9251 -1.4928
H -2.1625 -1.9894 -3.1611
H -1.6329 -3.6721 -3.4812
H -3.1690 -3.3369 -2.5642
H -1.3913 -3.8123 -1.1256
C -0.8988 2.0991 -2.7799
O -2.0745 2.1013 -2.5093
N 0.0545 2.4509 -1.8567
C 1.4587 2.4734 -2.2090
C -0.3963 2.8210 -0.5164
H -0.4882 1.8270 -3.7623
H 1.9844 1.7562 -1.5940
H 1.8751 3.4756 -2.0449
H 1.6384 2.1683 -3.2346
H -0.9438 1.9854 -0.0659
H -1.0572 3.6847 -0.5730
H 0.4600 3.0974 0.1225
C 3.0052 -0.6075 4.0028
F 2.5590 0.3708 4.7559
F 4.4378 -0.6057 4.1656
F 2.5590 -1.7416 4.4437
S 2.8322 -0.3334 2.2179
O 3.5118 0.9581 2.0293
O 1.4208 -0.2274 1.9407
O 3.5305 -1.4505 1.6587
Li 5.8102 -0.6645 2.9890
Cs 6.4653 0.6377 5.1979
N 4.0147 1.4185 -2.8943
C 4.5604 1.0466 -1.7557
C 5.8423 1.3679 -1.3388
C 6.6189 2.1208 -2.1998
C 6.0736 2.5075 -3.4161
C 4.7766 2.1334 -3.7228
H 3.9100 0.4350 -1.1112
H 6.2173 1.0398 -0.3775
H 7.6273 2.4016 -1.9296
H 6.6479 3.0913 -4.1214
H 4.3226 2.3995 -4.6686
Cl 4.0431 -0.8338 -4.4561
Ca 2.2259 1.6079 0.1580
O 5.2633 4.4498 1.2639
H 4.8803 3.6181 1.5540
F -0.5392 -4.0391 -4.6743
*
```

The largest force on an atom comes out at 0.0496 hartree/bohr. The value obtained for the energy above the lowest of the compared OMol25 structures with the same formula, charge and spin is 0.0 kcal/mol.

Results of the Löwdin charge analysis, in e, for atoms 1 through 5:
1. C -0.092
2. C -0.237
3. C -0.287
4. N -0.253
5. P 1.038

***

(3)
Entry from the Open Molecules 2025 dataset: a 6-piece molecular cluster, C16H30BCl4F4O6S2 overall at a distorted geometry (ωB97M-V/def2-TZVPD).

ORCA input file:
```
! RIJCOSX wB97M-V def2-TZVPD def2/J DEFGRID3
* xyz -1 1
B 0.4274 0.1832 0.0031
F -0.8039 0.8837 -0.0216
F 0.8729 -0.0799 -1.2638
F 1.3777 0.8402 0.7453
F 0.1942 -0.9663 0.7247
C -3.6200 -5.2369 -1.4192
C -4.7269 -6.0188 -0.5647
C -5.7908 -4.9961 -0.1126
S -4.8153 -3.5039 0.3775
O -4.0242 -3.8814 1.5353
O -5.6229 -2.2572 0.3752
C -3.8144 -3.7192 -1.2415
H -3.6447 -5.4118 -2.4948
H -2.6000 -5.4479 -1.0981
H -4.4174 -6.4959 0.3652
H -5.2194 -6.8268 -1.1058
H -6.4484 -5.3565 0.6784
H -6.4007 -4.6443 -0.9447
H -2.9547 -3.0523 -1.3086
H -4.3927 -3.2708 -2.0493
C 3.6073 -4.7673 1.9511
C 4.9435 -4.0479 1.4603
C 4.7109 -2.6146 1.9609
S 4.2241 -2.8476 3.7108
O 3.1552 -1.9611 4.0816
O 5.3660 -2.9885 4.5361
C 3.5183 -4.4781 3.4685
H 3.8924 -5.8182 1.9021
H 2.6624 -4.5168 1.4690
H 5.1134 -3.9376 0.3893
H 5.8582 -4.4872 1.8584
H 3.9616 -2.0557 1.4003
H 5.4967 -1.8747 2.1130
H 2.4433 -4.4506 3.6462
H 3.9362 -5.1676 4.2020
O -0.8501 4.8776 4.0246
C -0.4101 5.6687 3.1843
O 0.7369 6.2339 3.4642
C 1.3437 6.6736 2.2223
C 0.1993 7.0783 1.3697
C -0.8576 6.1804 1.8586
H 1.7951 5.8214 1.7142
H 2.1810 7.3714 2.2305
H 0.1973 7.0328 0.2806
H -0.0358 8.1177 1.5987
H -0.9662 5.3475 1.1639
H -1.7635 6.7560 2.0483
Cl -4.1719 4.8407 -4.3222
C -2.9251 3.5710 -4.0440
C -3.3325 2.1449 -4.2882
Cl -4.0782 1.9253 -5.8641
H -2.5947 3.9138 -3.0635
H -1.9887 3.8331 -4.5366
H -4.0764 1.8026 -3.5688
H -2.4093 1.5837 -4.1434
Cl 5.4091 3.6171 -2.0980
C 4.0083 2.5652 -2.5433
C 2.6826 3.3631 -2.5923
Cl 2.8441 4.8088 -3.7460
H 3.8694 1.7967 -1.7828
H 4.2952 2.0239 -3.4448
H 2.5379 3.6472 -1.5500
H 1.8949 2.6760 -2.9015
*
```

The largest force on an atom comes out at 0.0793 hartree/bohr. The value obtained for the energy above the lowest of the compared OMol25 structures with the same formula, charge and spin is 60.4 kcal/mol.

Results of the Löwdin charge analysis, in e, for atoms 1 through 5:
1. B -1.380
2. F 0.060
3. F 0.114
4. F 0.109
5. F 0.101

***

(4)
Entry from the Open Molecules 2025 dataset: C16H30CrF12N2O16S4 as an isolated structure at a distorted geometry (ωB97M-V/def2-TZVPD).

ORCA input file:
```
! RIJCOSX wB97M-V def2-TZVPD def2/J DEFGRID3
* xyz -2 5
Cr 20.9067 -8.4600 4.6161
C 18.2965 -11.9570 2.7573
F 17.4849 -11.3080 3.5251
F 18.1615 -13.3056 2.7740
F 18.2989 -11.4623 1.5249
S 20.1066 -11.6024 3.3428
O 20.1926 -10.2092 3.6884
O 20.2968 -12.3458 4.5359
O 21.0775 -11.9430 2.3040
C 23.6332 -11.7723 6.5505
F 23.3151 -10.9059 7.5044
F 24.8826 -12.1918 6.6408
F 22.9203 -12.8486 6.4760
S 23.4372 -10.7816 4.9100
O 24.6552 -10.0468 4.7498
O 23.2193 -11.7153 3.7861
O 22.2788 -9.8959 4.9837
C 16.8511 -6.2331 4.8387
F 17.7469 -5.4342 4.1688
F 16.8028 -5.9077 6.1353
F 15.6447 -6.1628 4.2385
S 17.6318 -7.9786 4.7168
O 17.1731 -8.7942 5.8046
O 17.4627 -8.4798 3.3585
O 19.0685 -7.7910 5.0464
C 24.2502 -7.9940 0.8877
F 24.6075 -8.1945 -0.3528
F 25.3202 -8.2637 1.6574
F 23.9377 -6.7181 1.1175
S 22.7281 -9.1144 1.4346
O 22.2263 -8.6012 2.7571
O 21.7301 -8.8950 0.4510
O 23.1372 -10.4760 1.5454
C 18.2838 -9.6811 10.5713
O 19.0732 -10.1416 9.5190
C 18.6799 -9.8118 8.2426
C 19.7953 -10.0553 7.1845
N 20.6870 -8.9067 6.7785
C 21.6665 -8.5788 7.8956
C 21.2008 -7.4270 8.6695
O 20.8285 -6.3249 7.7834
C 19.9314 -5.3572 8.5640
H 18.2917 -8.5928 10.6311
H 18.6515 -10.0173 11.5407
H 17.2538 -9.9937 10.3991
H 18.3226 -8.8014 8.0437
H 17.8720 -10.4232 7.8407
H 19.4579 -10.4120 6.2113
H 20.5141 -10.7854 7.5563
H 19.9578 -8.2358 6.9745
H 22.6860 -8.3835 7.5632
H 21.7274 -9.4239 8.5813
H 22.1144 -7.1068 9.1704
H 20.4458 -7.8229 9.3488
H 19.7626 -4.4908 7.9245
H 20.2481 -5.0844 9.5707
H 18.9467 -5.7890 8.7427
C 24.3837 -5.0541 7.8687
O 23.7976 -5.9082 6.8301
C 24.3823 -5.6863 5.4911
C 23.5819 -6.6696 4.4773
N 22.2591 -6.8911 4.9709
C 21.5375 -5.6434 4.5877
C 20.9113 -5.8002 3.1658
O 20.3009 -7.0955 3.0127
C 19.5156 -7.2104 1.8043
H 25.4602 -5.2157 7.8147
H 24.1711 -5.7616 8.6702
H 23.8881 -4.0915 7.9950
H 25.4530 -5.8148 5.3320
H 24.2257 -4.6597 5.1600
H 24.2987 -7.4902 4.4492
H 23.6400 -6.2325 3.4805
H 22.3475 -6.5732 5.9255
H 22.1568 -4.7465 4.5790
H 21.0271 -5.3000 5.4875
H 21.6855 -5.8143 2.3986
H 20.2970 -4.9021 3.1006
H 19.2391 -8.2084 1.4641
H 19.9864 -6.8118 0.9057
H 18.5268 -6.7654 1.9151
*
```

The largest force on an atom comes out at 0.1080 hartree/bohr. The total energy is -157187.443 eV.

Results of the Löwdin charge analysis, in e, for atoms 1 through 5:
1. Cr 0.706
2. C -0.662
3. F 0.166
4. F 0.101
5. F 0.124